1.
Below is a structure of composition C25H37BBeBr2Cl6FKN2NaO9 in a non-equilibrium geometry, with properties calculated with ωB97M-V/def2-TZVPD.

Values from the calculation:
**Spin multiplicity**: 1
**Maximum force**: 7.534 eV/Å
**Orbital gap**: 1.9 eV
**Total charge**: -1

Structure (XYZ):
```
86
Properties=species:S:1:pos:R:3:forces:R:3:mulliken_charge:R:1
C -3.725860 2.160389 -3.737630 0.3 0.2 -0.3 -0.607
C -2.931635 3.045961 -3.057810 0.0 -0.3 0.4 -0.944
C -2.879062 3.258393 -1.545184 1.1 -0.3 1.6 0.900
C -3.182295 4.609213 -1.077614 0.6 -0.2 0.0 0.807
C -3.566784 5.689659 -2.120580 -0.8 -0.8 0.6 -1.591
C -3.129119 4.928145 0.316784 0.6 -0.8 0.4 0.765
C -2.764532 3.942117 1.357293 0.1 -1.3 -3.1 -0.446
C -2.484644 2.577605 0.905924 -0.4 0.3 0.7 0.673
C -2.072801 1.436160 1.938348 -0.6 0.7 -1.5 -0.546
C -0.732740 0.799252 1.343531 0.3 0.7 0.9 -0.436
C 0.469169 0.660287 2.343800 1.4 0.4 -1.5 -0.629
C 1.783986 0.497100 1.449211 -1.3 -0.6 0.5 -1.388
C 2.868862 -0.385488 2.150380 0.7 -0.2 -1.6 0.650
C 2.705567 -1.894110 1.681218 0.5 -0.5 1.2 -0.085
C 4.018706 -2.787170 1.722099 0.0 0.8 -0.7 -0.611
C 5.263745 -2.175807 0.894706 0.4 -0.5 -0.1 -1.177
C 6.519046 -3.255344 0.842729 -0.3 0.9 -0.8 -0.322
C 7.138171 -3.360896 -0.604033 -0.5 0.1 0.3 -0.595
O 6.902449 -4.658023 -1.057759 3.3 0.5 1.1 -0.207
C 7.941226 -5.115467 -1.940000 0.3 -1.0 -0.4 -0.695
C -2.557963 2.263408 -0.543615 -0.4 2.1 0.0 0.941
O -2.309649 0.963848 -1.013368 -1.5 0.1 0.7 -0.625
B -3.508731 0.229478 -0.789128 -0.1 -0.8 0.5 0.228
O -4.691298 0.448207 -1.522982 0.6 0.3 1.0 -0.345
O -3.550431 -0.792638 0.186515 0.3 1.4 -0.7 -0.457
C -2.761616 4.658312 2.739503 -0.9 -0.1 -5.2 0.164
O -2.368256 4.369729 3.782492 0.4 -0.2 2.4 -0.361
N -3.384291 5.949318 2.403723 0.5 1.7 -0.9 -0.197
C -3.368276 6.250551 1.044700 1.0 -4.4 1.5 -0.348
O -3.496423 7.421210 0.592487 -1.6 0.9 -0.4 -0.657
H -3.725144 1.064343 -3.604273 -1.1 1.0 1.0 0.237
H -4.402325 2.573055 -4.521937 1.7 -0.6 -0.6 0.227
H -2.280967 3.714492 -3.673953 -1.7 0.7 0.6 0.449
H -2.726626 5.993657 -2.780036 -0.5 -0.1 0.6 0.371
H -4.037580 6.532581 -1.574884 0.6 -0.4 -0.7 -0.131
H -4.361049 5.244444 -2.772513 0.7 0.4 0.4 0.391
H -1.971402 1.863507 3.072546 -0.3 -0.9 -3.0 0.228
H -2.862722 0.646654 1.954964 0.5 0.6 -0.1 0.218
H -0.893778 -0.183077 0.843217 -0.1 0.7 0.4 0.292
H -0.367374 1.503931 0.547493 -0.2 -0.7 0.6 0.182
H 0.636609 1.597071 2.919906 -0.3 -1.1 -0.5 0.311
H 0.357865 -0.187864 3.058070 0.0 0.5 -0.5 0.345
H 2.144429 1.500272 1.129858 -0.1 -0.7 0.4 0.400
H 1.446098 -0.026058 0.516663 0.7 0.3 0.6 0.461
H 3.872120 0.010421 1.814930 -0.6 -0.4 0.3 0.481
H 2.859025 -0.288941 3.282464 -0.7 0.0 -1.3 -0.875
H 1.973155 -2.380965 2.376155 0.5 0.4 -0.7 -0.240
H 2.263683 -1.997144 0.662182 0.5 0.5 0.7 0.567
H 4.318560 -3.013919 2.812374 -0.5 0.1 -1.3 0.391
H 3.762753 -3.759504 1.236128 0.4 0.6 0.5 0.220
H 5.033102 -1.882110 -0.149237 -0.2 -0.4 0.8 0.408
H 5.677795 -1.256582 1.475302 -2.8 -0.4 -5.0 0.425
H 6.175370 -4.268160 1.153194 0.1 0.7 -0.3 0.348
H 7.369971 -2.950185 1.556646 -0.7 -1.0 -1.7 0.364
H 6.655639 -2.636626 -1.312955 0.3 -0.3 0.6 0.208
H 8.217095 -3.083691 -0.515465 -0.5 -0.4 -0.3 0.374
H 7.536622 -5.236704 -2.971896 0.3 0.3 0.8 0.215
H 8.848671 -4.470032 -1.965203 -0.7 -0.2 -0.1 0.362
H 8.269729 -6.124638 -1.571211 -0.3 0.8 -0.4 0.222
H -5.246707 1.134212 -1.120819 0.0 0.0 -0.4 0.270
H -4.272207 -0.520793 0.776700 0.0 -0.7 -0.2 0.303
H -4.470674 5.687290 2.562227 -0.5 1.2 0.7 0.302
Cl -0.867618 2.010346 4.321795 1.0 0.5 3.8 -0.677
C -0.379386 -5.126580 1.916966 0.2 -0.1 0.0 0.040
Cl -0.247327 -3.630459 2.849496 -0.2 0.0 0.0 -0.097
Cl 1.091115 -5.406129 0.978674 -0.1 0.0 0.0 -0.088
Cl -0.708215 -6.497154 2.983247 0.0 0.1 0.0 -0.134
H -1.209820 -5.024253 1.226939 0.1 0.0 0.1 0.297
Cl -7.478833 1.017017 -3.257899 0.0 0.0 0.0 -0.192
C -7.705486 -0.537166 -2.420283 0.0 0.2 0.0 -0.376
C -8.862256 -0.499293 -1.450605 -0.1 -0.1 -0.1 -0.329
Cl -8.528953 0.554580 -0.054771 0.1 0.0 0.0 -0.175
H -6.769666 -0.790563 -1.919779 0.0 0.1 -0.1 0.422
H -7.894659 -1.298017 -3.199582 0.0 0.7 0.2 0.123
H -9.047062 -1.499707 -1.055917 0.1 0.0 0.0 0.227
H -9.775080 -0.148133 -1.929571 0.1 0.1 0.0 0.342
Na 4.015051 -0.494324 4.853464 -0.4 0.2 0.5 0.838
K 6.350968 -1.838263 2.868226 2.9 -0.1 7.0 0.782
Br -6.190144 6.111194 2.707504 -1.0 -0.4 0.3 -0.528
Be -7.803617 -3.213448 -3.054851 0.0 -1.0 -0.1 -0.016
Br -5.506543 7.954009 0.120449 1.4 -0.2 0.2 0.084
F 5.018930 -4.768866 -1.890883 -2.1 0.2 -0.5 -0.735
N 10.138352 -3.352136 -4.626878 -0.1 0.0 -0.1 0.947
O 9.926999 -2.782682 -5.714030 0.0 0.0 0.0 -0.649
O 10.638223 -2.713044 -3.669907 0.0 0.0 0.1 -0.665
O 9.850772 -4.559267 -4.484179 0.1 0.0 0.1 -0.626
```
Positions in Å, forces in eV/Å.


2.
Below is a cluster of 3 separate species, C25H37BrFN4O9 in total in a non-equilibrium geometry, with properties calculated with ωB97M-V/def2-TZVPD.

Values from the calculation:
**Spin multiplicity**: 1
**Maximum force**: 5.191 eV/Å
**Orbital gap**: 7.7 eV
**Total charge**: +1

Structure (XYZ):
```
77
Properties=species:S:1:pos:R:3:forces:R:3:mulliken_charge:R:1
C 8.700664 3.331397 -1.964330 0.1 0.1 -0.5 -0.852
C 8.542034 2.281131 -0.780313 3.7 0.7 3.2 0.700
O 9.316357 2.337725 0.206694 -3.3 -0.1 -4.0 -0.473
O 7.557670 1.207985 -0.762694 -1.1 2.4 0.9 -0.311
C 6.716038 1.401834 0.403710 1.3 -2.0 2.9 0.002
O 7.000093 0.840983 1.471909 -1.5 2.1 -4.1 -0.408
C 5.483664 2.388017 0.237926 0.6 1.6 -0.6 -0.286
N 4.138858 1.750332 0.189009 -1.4 -0.5 -0.9 0.072
C 3.850586 0.348135 0.649643 -0.3 -1.3 0.8 -0.945
C 3.570853 0.224865 2.234868 -0.6 -2.2 -0.2 0.094
C 4.421592 -1.023958 2.801032 -0.2 0.0 0.6 -1.125
Br 3.808983 1.903884 3.259978 0.0 -0.9 -0.5 -0.145
C 3.059396 2.442425 -0.229466 -3.9 2.8 -1.5 0.371
N 1.662536 2.045247 -0.315709 0.2 2.9 -1.3 -0.255
C 0.878284 3.114090 -0.859613 3.1 0.4 0.8 0.525
C -0.665299 3.241610 -1.216633 0.1 -0.3 0.0 -0.842
C -1.664904 2.783846 -0.067033 -2.7 -0.3 2.7 0.579
C -2.566314 3.907981 0.557990 -0.4 -2.6 0.9 -0.655
C -3.617263 3.647599 1.664229 2.3 -2.9 -1.5 -0.495
C -3.794496 2.205886 2.197197 2.8 1.5 -3.3 -0.609
C -2.922030 1.081066 1.566306 0.2 1.6 -0.2 0.597
C -3.201171 -0.408150 2.137647 -0.6 0.7 -0.9 -1.122
C -1.839420 1.338199 0.445793 -2.3 3.2 1.4 -0.198
N 1.739713 4.250632 -1.100217 -2.5 -4.4 1.1 -0.423
N 2.961738 3.792030 -0.715801 1.7 -1.3 0.7 0.574
F 3.934468 4.721505 -0.844675 0.2 -0.1 0.1 -0.246
H 8.807667 2.845319 -3.005902 -0.5 0.6 1.8 0.301
H 9.665478 3.943269 -1.810562 -1.5 -1.3 0.2 0.308
H 7.851164 4.114559 -1.969234 1.1 -1.5 0.0 0.208
H 5.650652 2.974928 -0.744337 -0.3 -1.0 1.5 0.456
H 5.455621 3.151419 1.106185 0.4 -1.4 -1.2 0.402
H 2.925112 -0.104931 0.127261 1.5 1.3 0.6 0.375
H 4.699184 -0.387016 0.409731 -0.9 1.6 0.1 0.435
H 2.464666 -0.081275 2.367020 1.8 0.9 -0.1 0.416
H 5.549939 -0.882046 2.731962 -1.5 0.0 -0.1 0.279
H 4.119270 -1.986031 2.236637 0.4 1.6 0.7 0.331
H 4.187392 -1.225743 3.910587 0.2 0.5 -1.7 0.357
H -0.888848 4.348911 -1.461068 0.6 -1.7 0.5 0.330
H -0.824559 2.683400 -2.216284 0.2 0.6 1.7 0.319
H -2.475861 4.981516 0.170288 0.0 -1.8 0.6 0.196
H -4.232882 4.518111 2.074129 1.0 -1.5 -0.7 0.331
H -4.554096 2.028140 3.025955 1.3 0.0 -1.3 0.356
H -2.464172 -1.175838 1.725552 -0.9 1.2 0.8 0.258
H -3.277106 -0.422080 3.284278 0.4 0.1 -1.8 0.386
H -4.241464 -0.716620 1.741839 1.6 0.4 0.6 0.250
H -1.206584 0.505821 -0.004507 -1.1 1.1 0.9 0.291
H 1.529113 5.184520 -1.470823 0.6 -0.6 0.3 0.288
C -3.554580 -7.252343 4.305205 0.0 -0.1 -0.4 -1.098
C -3.351249 -5.768499 4.550245 -0.3 -0.5 0.5 -0.163
O -2.606971 -5.157791 3.487460 -0.1 0.3 -0.4 -0.351
C -3.274867 -4.978273 2.338340 0.0 -0.2 0.1 0.743
O -4.426949 -5.272106 2.127744 0.5 0.3 0.1 -0.539
O -2.431372 -4.428742 1.444386 -0.2 0.0 0.3 -0.336
C -2.993502 -4.282949 0.140106 -0.1 0.1 -0.4 -0.650
H -2.594821 -7.749316 4.143445 0.0 0.1 0.2 0.291
H -4.059815 -7.718949 5.152912 0.1 0.1 0.0 0.357
H -4.156091 -7.430705 3.410765 0.0 0.1 0.2 0.315
H -2.761699 -5.634652 5.459649 0.1 0.2 -0.3 0.281
H -4.301064 -5.248687 4.701984 0.1 0.0 -0.2 0.301
H -3.925233 -3.714763 0.171175 0.0 -0.2 0.0 0.285
H -3.156142 -5.266338 -0.305994 -0.2 0.1 0.1 0.363
H -2.278397 -3.736863 -0.476689 0.1 -0.1 0.3 0.203
C -2.367584 -0.252417 -6.149598 -0.1 0.3 0.2 -1.088
C -3.137589 -1.462825 -5.654212 0.2 0.1 -0.7 -0.179
O -3.294229 -1.438296 -4.229440 -0.3 0.1 0.4 -0.325
C -4.185574 -0.552977 -3.757593 0.0 0.1 -0.1 0.671
O -4.858740 0.203029 -4.415870 0.3 -0.4 0.3 -0.556
O -4.188409 -0.636290 -2.414651 0.1 -0.1 -0.4 -0.226
C -5.024004 0.332780 -1.780966 -0.3 0.3 0.3 -0.536
H -1.405688 -0.173360 -5.636134 0.0 -0.2 -0.1 0.268
H -2.193714 -0.317835 -7.225263 0.0 -0.1 0.1 0.364
H -2.909173 0.675101 -5.948496 -0.1 -0.2 -0.1 0.313
H -2.571489 -2.366475 -5.889389 -0.1 0.0 0.3 0.295
H -4.109610 -1.553956 -6.145927 0.0 0.2 0.2 0.312
H -6.045406 0.282232 -2.162666 0.2 0.1 -0.1 0.354
H -4.608325 1.332702 -1.924420 -0.1 -0.1 -0.1 0.267
H -5.040030 0.114931 -0.712266 0.2 -0.2 -0.2 0.065
```
Positions in Å, forces in eV/Å.


3.
Below is a structure of composition C25H37F4InN4O4P2S, with properties calculated with ωB97M-V/def2-TZVPD.

Values from the calculation:
**Spin multiplicity**: 1
**Maximum force**: 0.305 eV/Å
**Orbital gap**: 7.3 eV
**ΔE to the lowest compared entry with this formula, charge and spin**: 54.13 kcal per mole
**Total charge**: 0

Structure (XYZ):
```
78
Properties=species:S:1:pos:R:3:forces:R:3:mulliken_charge:R:1
In -0.376611 -0.024636 0.503822 0.1 0.3 0.0 0.441
C -2.583112 1.878779 -1.855337 0.0 0.0 0.0 -1.064
C -2.841515 0.384540 -1.773551 0.0 0.0 -0.1 -0.367
N -2.750295 -0.143166 -0.409702 -0.1 0.0 -0.1 0.378
C -3.694106 0.463603 0.532898 0.0 0.1 0.1 -0.579
C -5.170962 0.278255 0.201114 0.0 0.0 0.0 -1.417
C -2.790314 -1.604182 -0.423518 0.0 -0.1 -0.1 -0.814
C -2.616984 -2.219188 0.958222 0.0 0.0 -0.1 -0.996
N -1.558907 -1.521162 1.665676 0.1 -0.2 0.1 0.145
C -1.270401 -1.892031 2.942592 0.0 0.0 -0.1 -0.405
C -0.517758 -1.019945 3.755125 0.1 0.1 0.0 0.218
F -0.127138 0.170407 3.219167 -0.1 -0.2 0.1 -0.174
C -0.170078 -1.291617 5.055478 0.0 0.1 0.0 0.096
F 0.547897 -0.378449 5.734481 -0.1 -0.1 0.0 -0.326
C -0.552626 -2.465629 5.677234 0.0 0.0 0.0 -0.688
C -1.294898 -3.341294 4.913537 0.0 0.0 0.0 0.196
F -1.692382 -4.510788 5.449431 0.0 0.1 0.0 -0.326
C -1.640120 -3.081761 3.599641 -0.1 -0.1 0.1 0.685
F -2.333545 -4.047089 2.946309 0.1 0.1 0.1 -0.340
H -2.547806 2.189584 -2.900135 0.0 0.0 0.0 0.483
H -1.624846 2.127337 -1.396489 0.0 0.0 0.0 -0.007
H -3.364621 2.463176 -1.367898 0.0 0.0 0.0 0.312
H -2.086790 -0.140799 -2.363345 0.0 0.0 0.0 0.132
H -3.817536 0.142688 -2.220271 0.0 0.0 0.0 0.386
H -3.457962 1.527312 0.593662 0.0 0.0 0.0 0.478
H -3.474484 0.052560 1.518702 0.0 0.0 0.0 0.369
H -5.463878 0.822189 -0.697958 0.0 0.0 0.0 0.299
H -5.781954 0.647942 1.024963 0.0 0.0 0.0 0.444
H -5.422731 -0.773600 0.057366 0.0 0.0 0.0 0.272
H -1.960135 -1.925148 -1.066729 0.0 0.0 0.0 -0.064
H -3.705739 -1.999834 -0.887332 0.0 0.1 0.0 0.542
H -2.416542 -3.284085 0.800568 0.0 0.0 0.0 0.575
H -3.563088 -2.171126 1.515446 0.0 0.0 0.0 0.474
H -0.277056 -2.688799 6.695712 0.0 0.0 0.0 0.502
C 2.889852 5.653195 1.505884 0.0 0.0 0.0 -1.209
P 2.804056 3.815349 1.478293 0.1 0.0 0.0 0.253
C 1.346559 3.539203 2.558579 0.0 0.0 0.0 -0.752
C 2.036520 3.513018 -0.173095 -0.1 0.1 0.0 0.440
C 1.120015 4.395244 -0.742760 0.1 0.0 0.0 -0.173
C 0.566822 4.149212 -1.988390 0.0 0.0 0.0 -1.036
C 0.926820 3.004461 -2.684604 0.0 0.0 0.0 -0.677
C 1.824295 2.110047 -2.126766 0.0 0.0 0.1 -0.343
C 2.380990 2.348390 -0.869504 0.0 -0.1 0.0 0.479
P 3.465836 1.136990 -0.011709 0.0 0.0 0.0 0.433
C 3.198055 -0.352714 -1.089356 0.1 0.0 0.0 0.704
C 5.110555 1.661504 -0.662257 0.1 0.0 0.0 -1.314
H 1.923036 6.145713 1.395583 0.0 0.0 0.0 0.320
H 3.554587 5.997843 0.713249 0.0 0.0 0.0 0.361
H 3.320273 5.959588 2.460027 0.0 0.0 0.0 0.412
H 0.471590 4.098087 2.219789 0.0 0.0 0.0 0.323
H 1.593980 3.844332 3.576501 0.0 0.0 0.0 0.457
H 1.104832 2.475749 2.576017 0.0 0.0 0.0 -0.071
H 0.825291 5.288084 -0.206103 0.0 0.0 0.0 0.203
H -0.146972 4.845233 -2.411043 0.0 0.0 0.0 0.414
H 0.493394 2.793161 -3.653999 0.0 0.0 0.0 0.406
H 2.051151 1.208915 -2.676568 0.0 -0.1 0.0 0.191
H 2.142574 -0.508683 -1.295549 -0.1 0.0 0.0 -0.897
H 4.428739 -1.405156 0.132128 -0.1 0.0 0.0 0.438
H 3.738583 -0.323674 -2.036630 0.0 0.0 0.0 0.467
H 5.105275 1.816976 -1.741956 0.0 0.0 0.0 0.342
H 5.867304 0.914785 -0.408780 0.0 0.0 0.0 0.437
H 5.394843 2.590696 -0.168424 0.0 0.0 0.0 0.360
C -0.090715 -3.864628 -4.831171 0.0 0.0 0.0 -0.950
N -0.186659 -3.476040 -3.431798 -0.2 0.0 0.1 0.051
C 0.092868 -4.499519 -2.427346 -0.1 -0.1 0.1 -0.697
C 0.051064 -2.215984 -3.105404 0.2 -0.1 -0.1 0.402
N 0.261043 -1.115717 -2.819084 -0.1 0.2 0.0 -0.463
H -0.808295 -4.659805 -5.030439 0.0 0.0 0.0 0.304
H 0.913643 -4.222704 -5.075877 0.0 0.0 0.0 0.326
H -0.328224 -3.011730 -5.461903 0.0 0.0 0.0 0.338
H -0.634446 -5.304925 -2.526047 0.0 0.0 0.0 0.353
H 0.014265 -4.063741 -1.434519 0.0 -0.1 -0.1 0.055
H 1.100432 -4.906072 -2.549227 0.0 0.0 0.0 0.343
O 1.275771 -2.649882 -0.205265 0.0 -0.1 -0.1 -0.308
S 2.287669 -2.554536 0.796392 0.0 0.1 0.1 0.862
O 3.638812 -1.571185 -0.404967 0.0 0.0 0.0 -0.492
O 2.126164 -1.563095 1.804265 0.0 0.0 0.0 -0.357
O 3.146773 -3.660025 1.034951 0.0 0.0 -0.1 -0.589
```
Positions in Å, forces in eV/Å.